#A
An isolated molecule of CN2O2S, computed with ωB97M-V with the def2-TZVPD basis set.

ORCA input file:
```
! RIJCOSX wB97M-V def2-TZVPD def2/J DEFGRID3
* xyz 0 1
C -0.11 -0.13 0.82
N 0.58 -0.92 -0.04
N -0.64 0.91 0.05
O 0.80 -0.53 -1.16
O -0.33 0.99 -1.10
S -0.44 -0.46 2.39
*
```

## Properties
SMILES: O=NC(=S)N=O

Electronic structure analysis, natural (NBO) charges in units of e: atom 1 (C): -0.028, atom 2 (N): 0.105, atom 3 (N): 0.113, atom 4 (O): -0.082, atom 5 (O): -0.080, atom 6 (S): -0.028

#B
A cluster of 2 separate species, CN2O2S in total, computed with ωB97M-V with the def2-TZVPD basis set.

ORCA input file:
```
! RIJCOSX wB97M-V def2-TZVPD def2/J DEFGRID3
* xyz 0 1
C -1.21 0.26 -0.11
N -2.32 0.26 0.14
N 1.14 -0.21 0.11
O 2.11 0.55 0.27
O -0.31 0.91 -0.45
S 0.59 -1.77 0.05
*
```

Electronic structure analysis, natural (NBO) charges in units of e: atom 1 (C): 0.471, atom 2 (N): -0.324, atom 3 (N): 0.123, atom 4 (O): -0.182, atom 5 (O): -0.434, atom 6 (S): 0.347

#C
An isolated molecule of CN2O2S, computed with ωB97M-V with the def2-TZVPD basis set.

ORCA input file:
```
! RIJCOSX wB97M-V def2-TZVPD def2/J DEFGRID3
* xyz 0 1
C 0.49 0.01 0.52
N -0.53 0.18 -1.45
N -1.40 -0.17 -0.62
O 0.67 0.29 -0.79
O -0.83 -0.31 0.63
S 1.59 0.00 1.69
*
```

## Properties
SMILES: S=c1onno1

Electronic structure analysis, natural (NBO) charges in units of e: atom 1 (C): 0.373, atom 2 (N): 0.128, atom 3 (N): 0.124, atom 4 (O): -0.306, atom 5 (O): -0.301, atom 6 (S): -0.018

Which structure loses on stability? #B does.